Entry 1:
Formula: C33H38N2O3SbSe4TeW
Source: the Open Molecules 2025 dataset
Level of theory: ωB97M-V/def2-TZVPD

Positions of all 83 atoms, in Å:
W -0.50144 -0.07154 0.75783
Te -3.03187 -3.68989 0.73018
Sb -2.30273 0.11868 -3.83266
Se -4.24223 0.47639 -5.84977
Se -4.21067 1.79175 -3.79904
Se -1.36786 0.09120 -1.38575
Se -0.53572 1.09809 -5.22708
O 0.36062 -0.61732 2.48221
O -1.86509 1.12830 1.76943
O 0.72331 -1.55598 0.28972
N -2.29862 -1.06508 1.25808
N 0.15316 -1.77201 1.65280
C -2.75247 0.12308 1.52570
C 1.96454 0.71911 -1.88156
C 0.99067 2.12701 2.93643
C -3.50596 -6.53125 1.91695
C -3.13626 -3.73824 -1.38750
C -2.34238 -4.64821 -2.10540
C -2.48155 -6.09971 2.93384
C 1.64046 1.10270 0.63080
C -2.34877 -4.59279 -3.49624
C -4.15511 0.54134 1.25728
C -5.07111 -8.20478 1.12388
C -4.76498 -1.78412 -1.35758
C -3.95633 -2.83382 -2.07186
C 0.14471 2.85314 0.59438
C -3.05923 -3.57587 -5.69468
C 0.00249 3.29755 -1.92257
C 1.41997 1.47596 -0.71215
C -4.37050 1.61609 0.39856
C 2.80958 0.26890 1.05998
C -5.21942 -0.28279 1.61515
C -6.49286 -0.01604 1.13871
C 0.50640 2.57170 -0.71894
C -3.86111 -5.68553 0.85575
C -1.48618 -5.69146 -1.43937
C -3.12848 -3.68133 -4.19261
C -6.70287 1.04677 0.26848
C -3.95660 -2.83786 -3.46559
C -4.83696 -6.11916 -0.04262
C 0.84620 1.96159 1.46011
C -5.43614 -7.36436 0.08114
C -0.73126 3.97164 1.05219
C -5.64267 1.86250 -0.10027
C -4.11274 -7.78105 2.03277
H 2.67504 -0.11854 2.06825
H 0.10623 2.60865 3.35818
H -0.90685 -5.26231 -0.62074
H -7.31466 -0.66712 1.41411
H 0.61979 3.11004 -2.79874
H 1.72039 -0.33964 -1.78299
H -5.02478 -1.15328 2.22923
H 1.85747 2.76142 3.16387
H -1.24305 4.43826 0.20957
H -3.34233 -2.57328 -6.01383
H -0.02876 4.37432 -1.73426
H 3.05628 0.79986 -1.93696
H -5.12339 -5.46814 -0.86191
H -2.10722 -6.48360 -1.01520
H 1.54157 1.07214 -2.82262
H 3.72680 0.87371 1.04634
H -1.69861 -5.26643 -4.04724
H 1.12890 1.17118 3.43677
H -2.23452 -6.91663 3.61408
H -0.14819 4.74619 1.56428
H -3.73294 -4.29113 -6.17498
H -0.80145 -6.13889 -2.16149
H -5.79366 2.65296 -0.82351
H -1.01520 2.98350 -2.18254
H -7.68955 1.22618 -0.14290
H -5.53019 -9.18058 1.23417
H -6.18744 -7.67647 -0.63547
H -1.56645 -5.75784 2.44567
H -1.49146 3.61362 1.74953
H -5.65185 -2.21293 -0.88347
H -5.07200 -1.00226 -2.05197
H -2.85057 -5.26175 3.53134
H 2.95797 -0.57421 0.38808
H -3.82253 -8.43402 2.85008
H -3.52157 2.21411 0.09518
H -2.04701 -3.77665 -6.04917
H -4.17106 -1.32330 -0.56817
H -4.56915 -2.11417 -3.99476

Properties
highest occupied orbital energy (alpha / beta) = -2.2 / -2.0 eV
<S²> = 0.774
net charge = -2
spin multiplicity = 2
lowest unoccupied orbital energy (alpha / beta) = 0.143 / 0.086 Ha
frontier orbital gap (alpha / beta) = 6.10 / 4.37 eV

Löwdin population analysis, charges in e, atoms 1 to 6:
1 W 1.4404
2 Te 1.4802
3 Sb 0.1170
4 Se -0.2383
5 Se -0.1675
6 Se 0.2700

---

Entry 2:
Formula: C17H24B2CaF8O15
Source: the Open Molecules 2025 dataset
Level of theory: ωB97M-V/def2-TZVPD

Positions of all 67 atoms, in Å:
Ca -1.31977 7.27372 1.10743
F -3.09976 5.94690 0.93417
F -0.40229 9.49512 1.54274
F -4.14828 5.98964 -1.11289
F 0.06184 9.33559 3.81244
F 0.64798 7.66717 2.35841
F 1.75258 9.72548 2.30899
F -1.83836 6.09070 -0.91707
F -3.00950 4.11459 -0.48327
O -3.22127 8.74632 2.08054
O 0.61730 7.65295 -0.44201
O -3.41506 10.72946 1.03159
O 2.33742 8.89939 -1.15434
O -0.72463 2.83711 1.09379
O -1.14129 9.21067 -2.72795
O -1.80098 6.64789 3.40844
O 1.41223 3.40924 1.29631
O 2.15930 6.79125 -1.82410
O -3.24927 8.60037 -2.40159
O -0.16670 4.99660 1.32113
O -1.92124 8.92874 -0.63566
O -1.72465 7.54524 5.46730
O -3.57830 6.52963 4.77688
O -2.96286 10.66452 3.20272
C 3.46431 6.78305 -3.85435
C 3.37993 7.26236 -2.42510
C -0.79502 8.31354 -4.93570
C 1.61184 7.77706 -1.07773
C -3.18926 9.93806 2.08499
C -2.72831 7.85861 6.44097
C -2.09096 8.92030 -1.81718
C 3.27422 8.76828 -2.23429
C 0.13729 3.85008 1.23619
C -3.09757 8.56087 -3.81006
C -2.63618 11.99075 2.83641
C 1.45714 1.98979 1.10581
C -0.03535 1.60512 0.96208
C -2.30608 6.88904 4.45680
C -1.69263 9.14657 -4.05300
C -3.76990 6.77932 6.14885
C -3.14041 12.09607 1.38385
B 0.54551 9.08006 2.52918
B -3.04028 5.49776 -0.42134
H 3.42900 5.69461 -3.88609
H 1.87724 1.58450 2.02502
H 4.20473 6.83168 -1.85250
H -0.80861 7.28971 -4.55372
H -2.39096 12.45899 0.68502
H -0.22566 1.21134 -0.03740
H -3.61545 5.91095 6.79732
H 2.86395 9.27799 -3.10820
H -3.11038 12.72909 3.47626
H -3.09007 8.86255 6.21058
H 2.03940 1.72617 0.23006
H -4.78690 7.11373 6.35307
H -4.06206 12.66590 1.28000
H 0.22057 8.70163 -4.87549
H 4.20252 9.23685 -1.92060
H -3.86229 9.15067 -4.31128
H 2.63188 7.16237 -4.44758
H -1.14546 8.28695 -5.96558
H -0.37068 0.87326 1.69097
H -1.78976 10.17922 -4.39642
H -2.32663 7.81685 7.44765
H -1.55448 12.11763 2.87782
H -3.17996 7.52688 -4.15019
H 4.41430 7.09744 -4.28921

Properties
highest occupied orbital energy = -10.8 eV
lowest unoccupied orbital energy = 0.021 Ha
frontier orbital gap = 11.37 eV

Löwdin population analysis, charges in e, atoms 1 to 6:
1 Ca 1.5720
2 F 0.0045
3 F 0.0466
4 F 0.1330
5 F 0.1344
6 F 0.0287

---

Entry 3:
Formula: C29H41F5IrP2S
Source: the Open Molecules 2025 dataset
Level of theory: ωB97M-V/def2-TZVPD

Positions of all 79 atoms, in Å:
Ir -1.29661 0.63166 -2.26129
S 1.70779 -2.39091 1.49432
P -0.85780 -1.32391 -1.14716
P -0.63021 0.70723 1.33962
F 4.04788 -2.39529 3.26426
F 1.95849 -4.59907 6.89709
F -0.41787 -4.64834 5.52146
F 4.19420 -3.47353 5.76723
F -0.55666 -3.59653 3.01620
C -1.15781 -0.96388 0.59612
C 1.76855 -3.03674 3.03276
C -1.68465 -0.70305 -3.63706
C -4.11098 -0.78564 -1.50811
C 0.64626 3.25905 1.88408
C 2.42947 1.61519 -0.77090
C -3.52767 1.12911 -3.81361
C 2.04490 1.13005 1.44799
C -3.58723 -1.91573 -2.38238
C -2.09150 -1.82425 -2.67040
C -0.79649 0.04571 3.03032
C 2.36430 0.84733 2.86128
C 0.00154 1.39851 -3.64112
C -3.08854 1.45023 -2.42486
C 3.03839 -3.52956 5.07360
C 0.98300 2.07874 1.01772
C 0.63307 -3.60805 3.66505
C 1.37471 2.44052 -0.38386
C -3.18083 0.41746 -1.38295
C 1.08553 3.75203 -1.00118
C 3.99581 -0.10153 0.36566
C 3.17270 1.62806 -2.05723
C 0.69068 -4.13402 4.94464
C 2.96265 -3.00671 3.79561
C -2.68479 0.00275 -4.52012
C 2.83204 0.81163 0.35042
C 0.69324 -1.97863 -1.78737
C -1.96370 1.90658 1.26195
C 1.89869 -4.10052 5.65094
H -2.90456 1.37814 1.41724
H -3.33214 -0.71687 -5.03309
H -3.16935 2.48006 -2.05506
H -1.97617 2.41001 0.29027
H -1.86851 2.63367 2.07409
H 1.26886 -1.12824 -2.16582
H 0.23975 2.93693 2.84503
H -5.12962 -0.49053 -1.82816
H -2.23696 -1.05106 0.78754
H 0.80650 0.77013 -4.08219
H -1.66505 -2.79837 -2.97877
H 2.65183 -0.20236 3.01561
H -4.27950 -1.16205 -0.48921
H 0.55271 2.19563 -3.12287
H -3.20171 0.79595 -0.35589
H -2.10114 0.47960 -5.31456
H 3.25405 0.59731 -2.44443
H -0.63286 0.81328 3.78701
H 3.77814 -1.00850 0.95299
H -3.44870 2.05673 -4.38891
H 1.28653 -2.52074 -1.03591
H 2.66307 2.23812 -2.81516
H 3.20412 1.49149 3.18380
H 4.84678 0.41287 0.83707
H 4.19758 2.02882 -1.93102
H 4.29850 -0.39268 -0.64924
H 0.47237 -2.65194 -2.62402
H -4.58640 0.85761 -3.84113
H 1.78587 4.53734 -0.66035
H -0.54093 1.82661 -4.51265
H -0.72057 -0.97609 -4.09981
H -1.82899 -0.31988 3.06886
H 1.15613 3.71016 -2.08881
H 0.07806 4.09002 -0.74758
H -0.09487 3.89725 1.39062
H -0.69120 -1.73752 1.23241
H 1.54134 3.87657 2.05188
H -3.83392 -2.88466 -1.91250
H -0.12408 -0.80887 3.15839
H 1.52813 1.07379 3.53248
H -4.13367 -1.87365 -3.33691

Properties
highest occupied orbital energy (alpha / beta) = -11.7 / -14.4 eV
<S²> = 8.800
net charge = +2
spin multiplicity = 6
lowest unoccupied orbital energy (alpha / beta) = -0.217 / -0.303 Ha
frontier orbital gap (alpha / beta) = 5.76 / 6.19 eV

Löwdin population analysis, charges in e, atoms 1 to 6:
1 Ir 1.1586
2 S 0.9425
3 P 0.9039
4 P 0.9817
5 F 0.0910
6 F 0.1708

---

Entry 4:
Formula: C8H15NO
Source: the Open Molecules 2025 dataset
Level of theory: ωB97M-V/def2-TZVPD

Positions of all 25 atoms, in Å:
O -2.65141 0.08629 1.91928
N 0.81220 0.68958 -0.45232
C -1.91335 0.03808 0.93223
C 0.76390 1.19321 -1.83576
C -0.58809 -0.52663 0.98029
C 2.16471 0.80438 0.12927
C 0.67043 -1.73670 -0.90288
C -2.34891 0.80620 -0.32612
C 0.23848 -0.68791 -0.20473
C -0.34178 -1.50146 2.11507
H 0.25557 -2.71287 -0.70972
H 2.12334 0.49051 1.17099
H 1.02896 2.25027 -1.84994
H 2.85616 0.16061 -0.41336
H -0.79324 -2.48158 1.92554
H 2.49974 1.84075 0.08021
H -0.23319 1.05449 -2.24473
H -3.43090 0.91503 -0.28390
H 0.72594 -1.65943 2.28123
H 0.05649 1.02992 0.36803
H 1.45068 -1.66625 -1.64832
H -0.79880 -1.11179 3.02279
H 1.46650 0.64039 -2.46196
H -2.08808 0.27018 -1.24018
H -1.92537 1.81472 -0.35101

Properties
highest occupied orbital energy = -7.0 eV
SMILES = C=C(/C(C)=C(\C)[O-])[NH+](C)C
lowest unoccupied orbital energy = 0.014 Ha
frontier orbital gap = 7.36 eV

Löwdin population analysis, charges in e, atoms 1 to 6:
1 O -0.0089
2 N -0.1975
3 C -0.4904
4 C -0.0249
5 C -0.2754
6 C -0.0164

---

Entry 5:
Formula: C9H12N4
Source: the Open Molecules 2025 dataset
Level of theory: ωB97M-V/def2-TZVPD

Positions of all 25 atoms, in Å:
N 0.02714 -0.15862 0.50281
N 1.42223 -4.12644 1.63161
N -2.44916 -2.33633 -0.30778
N -1.68155 -3.10201 0.38993
C -1.64001 -1.82776 -1.34404
C 0.57447 -3.76138 0.90586
C 1.43272 2.18285 0.85866
C -0.39114 -3.12373 0.11540
C -0.05093 -0.54980 1.66815
C -0.63568 0.97084 -0.07264
C 0.73875 -0.97020 -0.41449
C 0.23027 2.15484 0.38404
C -0.12322 -2.12528 -1.01185
H 2.17237 1.32366 0.99161
H -0.58496 0.99836 -1.12521
H 1.82713 2.99695 1.39222
H 1.63727 -1.28082 0.06410
H 1.14076 -0.20689 -1.17627
H 0.40481 -2.56064 -1.77212
H -0.70768 -0.08999 2.30728
H -1.63118 1.11771 0.40020
H -1.77525 -0.84906 -1.57466
H -0.24389 3.15974 0.30286
H -1.94971 -2.52260 -2.17156
H 0.34792 -1.46557 1.93205

Properties
highest occupied orbital energy (alpha / beta) = -6.7 / -6.7 eV
lowest unoccupied orbital energy (alpha / beta) = -0.032 / -0.032 Ha
frontier orbital gap (alpha / beta) = 5.88 / 5.88 eV

Löwdin population analysis, charges in e, atoms 1 to 6:
1 N -0.1517
2 N 0.1011
3 N -0.0603
4 N -0.0198
5 C -0.2161
6 C -0.2478

---

Entry 6:
Formula: C6H31F3NO18PS2
Source: the Open Molecules 2025 dataset
Level of theory: ωB97M-V/def2-TZVPD

Positions of all 62 atoms, in Å:
S -1.67971 2.27833 0.01314
S -4.36152 -1.49718 -2.44910
P -3.34911 -1.24692 -0.79766
F 3.70337 -1.31950 -1.97956
F 2.56359 0.26677 -2.96117
F 3.38335 0.56933 -0.97695
O -2.16701 3.20997 0.97793
O -2.76436 1.28380 -0.60187
O -1.02192 1.70668 3.84696
O 0.82765 3.38703 1.45515
O 2.65748 -4.08249 -2.96826
O -0.72490 -1.21670 0.55502
O 4.14572 -6.77203 -2.62229
O 3.37243 -2.27873 -5.06306
O -2.28308 5.83398 -0.58447
O 1.97011 -1.44650 0.10037
O -0.86766 1.11061 0.73922
O -4.12593 1.88337 4.43925
O -0.99578 2.92822 -1.05214
O -4.88990 0.74541 1.52616
O 4.91709 -0.51483 1.28976
O 2.16418 1.75450 3.94663
O -5.00402 4.07626 0.44860
O 2.05067 -5.60333 -0.12876
N 0.04773 -0.90380 2.86976
C -0.71176 0.00682 -0.17982
C 2.81696 -0.34958 -1.80569
C 0.58170 0.30076 -0.97328
C -2.05456 0.09635 -1.00092
C -0.39494 -1.06612 1.81905
C 1.54460 -0.88144 -1.11282
H 1.81364 -5.10945 -0.92248
H -4.21328 -0.78800 0.20085
H -2.03281 5.10039 -0.00991
H 1.85349 -0.81695 0.82130
H 1.07913 3.20630 2.37092
H 1.05337 1.18135 -0.53918
H -2.71599 -2.45119 -0.45475
H 2.42146 1.07998 3.30970
H 3.61556 -7.23877 -3.27554
H 2.79785 -2.52356 -5.79482
H -4.52910 4.89501 0.25735
H -1.92214 1.91596 4.12597
H -5.20738 1.26804 0.77837
H -4.34677 3.52706 0.88929
H 1.20316 1.69174 3.99333
H -4.75029 1.31063 4.89625
H 5.55315 0.09033 0.89736
H 4.01952 -1.68051 -5.44930
H 1.91988 -4.97453 0.58762
H 1.49645 4.00332 1.14223
H 3.25932 -4.67945 -2.50287
H 1.12914 -1.64251 -1.77845
H -5.05277 1.30906 2.29211
H -1.05123 1.81846 2.89128
H -4.43632 2.77665 4.62384
H 4.33023 -7.43001 -1.94500
H -2.66212 5.40783 -1.35981
H 3.23102 -3.38328 -3.30702
H 0.26912 0.58703 -1.97807
H 4.39564 -0.83155 0.54589
H -1.87142 0.12160 -2.07565

Properties
highest occupied orbital energy = -9.3 eV
lowest unoccupied orbital energy = -0.003 Ha
frontier orbital gap = 9.21 eV

Löwdin population analysis, charges in e, atoms 1 to 6:
1 S 0.6269
2 S 0.1279
3 P 0.4445
4 F 0.1755
5 F 0.1676
6 F 0.1275

---

Entry 7:
Formula: C2H10O3Si2
Source: the Open Molecules 2025 dataset
Level of theory: ωB97M-V/def2-TZVPD

Positions of all 17 atoms, in Å:
Si 0.11509 0.40664 2.10503
Si 0.89251 -0.77446 -2.25958
O -1.14686 -0.00968 3.01946
O 1.97965 -1.01246 -1.08663
O 1.35541 -0.43507 1.91606
C -0.86835 -1.14951 -1.63887
C -0.31814 2.09279 1.39924
H -1.24034 -0.37132 -0.97566
H 1.28848 -1.70379 -3.31260
H 0.06295 2.18379 0.38419
H -1.39032 2.26598 1.38440
H -1.17110 -0.83275 3.50357
H 1.84572 -0.83666 -0.15247
H -0.89160 -2.08521 -1.08464
H 0.13949 2.88419 1.98844
H 0.92148 0.61685 -2.73106
H -1.57407 -1.23934 -2.45888

Properties
highest occupied orbital energy = -10.4 eV
SMILES = C[Si](=O)O.C[SiH2]O
lowest unoccupied orbital energy = 0.001 Ha
frontier orbital gap = 10.45 eV

Löwdin population analysis, charges in e, atoms 1 to 6:
1 Si 0.4364
2 Si 0.4621
3 O -0.1047
4 O -0.2390
5 O -0.2998
6 C -0.2350